(1)
11 unconnected molecules or ions with the total composition C44H66O27, computed with the ωB97M-V functional and the def2-TZVPD basis.

Properties
SMILES string: C[C@H]1COC(=O)O1.C[C@H]1COC(=O)O1.C[C@H]1COC(=O)O1.C[C@H]1COC(=O)O1.C[C@H]1COC(=O)O1.O=C1CCCO1.O=C1CCCO1.O=C1CCCO1.O=C1CCCO1.O=C1CCCO1.O=C1CCCO1
Orbital gap in eV: 10.2
HOMO energy in eV: -9.619
LUMO level in Ha: 0.0228
Total charge: 0

Last column: Mulliken charge in e.
Atoms and positions in Å:
C1 -0.06 6.78 0.02  -1.7694
C2 -0.63 5.38 -0.09  2.2439
C3 -2.14 5.39 0.13  -0.0388
O1 -2.66 5.00 -1.11  -0.3863
C4 -1.69 4.69 -1.95  0.1829
O2 -1.84 4.24 -3.05  -0.5989
O3 -0.46 4.87 -1.47  0.1710
H1 1.04 6.77 -0.12  0.2762
H2 -0.26 7.29 1.00  0.3647
H3 -0.51 7.38 -0.76  0.5032
H4 -0.22 4.65 0.56  -1.4634
H5 -2.49 6.33 0.49  0.3916
H6 -2.45 4.59 0.79  -0.1091
C5 -4.94 0.58 1.74  -1.6541
C6 -4.11 -0.66 1.48  2.0762
C7 -4.87 -1.97 1.70  -0.0382
O4 -4.97 -2.67 0.45  -0.3679
C8 -4.24 -1.93 -0.46  0.3080
O5 -4.00 -2.36 -1.59  -0.6246
O6 -3.80 -0.70 -0.01  0.0867
H7 -4.35 1.44 1.30  0.0679
H8 -4.95 0.75 2.82  0.4167
H9 -5.90 0.57 1.27  0.5349
H10 -3.13 -0.67 2.02  -1.0984
H11 -5.85 -1.71 2.18  0.3583
H12 -4.33 -2.65 2.33  -0.1515
C9 0.46 1.36 5.11  -1.7420
C10 -0.38 1.67 3.92  1.8304
C11 -1.85 1.97 4.16  0.2965
O7 -2.07 3.20 3.62  -0.2972
C12 -0.95 3.72 3.17  0.3750
O8 -0.81 4.82 2.71  -0.5922
O9 0.12 2.87 3.30  -0.2421
H13 0.14 2.09 5.89  0.4400
H14 1.50 1.61 4.97  0.3213
H15 0.44 0.33 5.38  0.3010
H16 -0.22 0.80 3.25  -0.8798
H17 -2.17 1.94 5.17  0.5692
H18 -2.48 1.23 3.64  -0.4016
C13 -3.18 -5.26 3.50  -1.2746
C14 -2.37 -4.29 4.36  0.2068
C15 -0.86 -4.06 4.15  -0.0225
O10 -0.70 -2.61 4.41  -0.3664
C16 -1.87 -1.99 4.26  0.5553
O11 -2.02 -0.83 4.28  -0.4546
O12 -2.87 -2.91 4.09  -0.4143
H19 -2.92 -5.17 2.47  0.0836
H20 -4.22 -4.95 3.72  0.2889
H21 -2.97 -6.21 3.93  0.5624
H22 -2.46 -4.31 5.45  0.4772
H23 -0.60 -4.41 3.13  -0.0776
H24 -0.29 -4.54 4.96  0.3450
C17 1.05 0.27 -1.61  -0.4859
C18 -0.24 -0.02 -0.90  1.5444
C19 -0.12 -0.56 0.48  0.2259
O13 -1.14 0.19 1.21  0.4934
C20 -1.35 1.29 0.54  -0.5155
O14 -2.00 2.23 1.01  -0.3197
O15 -0.88 1.25 -0.72  0.4525
H25 0.89 0.43 -2.69  0.2393
H26 1.78 -0.55 -1.51  -0.5042
H27 1.39 1.13 -0.99  0.1648
H28 -0.88 -0.70 -1.52  -1.1873
H29 0.88 -0.21 0.97  0.0646
H30 -0.17 -1.64 0.59  -0.1067
O16 2.88 -2.88 -1.52  -0.5934
C21 3.98 -2.57 -1.16  0.2722
C22 4.89 -1.52 -1.76  -0.1942
C23 6.27 -1.95 -1.24  -0.7100
C24 5.89 -2.69 0.08  -0.5054
O17 4.56 -3.17 -0.10  -0.1774
H31 4.66 -1.55 -2.78  0.5512
H32 4.53 -0.57 -1.28  -0.0802
H33 6.64 -2.60 -2.02  0.3142
H34 7.01 -1.13 -1.11  0.3520
H35 6.55 -3.53 0.31  0.3456
H36 5.92 -1.97 0.90  0.3219
O18 -2.03 -3.60 0.84  0.1327
C25 -1.73 -3.83 -0.30  -0.8957
C26 -2.15 -4.99 -1.29  -0.8573
C27 -1.41 -4.70 -2.59  -0.8692
C28 -0.80 -3.31 -2.39  -0.1261
O19 -0.97 -2.95 -1.00  1.2488
H37 -1.82 -5.94 -0.93  0.4315
H38 -3.25 -4.97 -1.46  0.3033
H39 -0.62 -5.41 -2.74  0.2427
H40 -2.04 -4.56 -3.42  0.4182
H41 0.26 -3.23 -2.51  0.2958
H42 -1.22 -2.46 -2.92  -0.0685
O20 3.45 2.89 -2.39  -0.6080
C29 2.79 3.62 -3.07  0.4478
C30 1.76 3.37 -4.15  0.4568
C31 1.55 4.74 -4.89  -0.6624
C32 1.83 5.69 -3.68  -0.0294
O21 2.84 4.93 -2.82  -0.4288
H43 2.18 2.61 -4.78  0.5250
H44 0.89 2.93 -3.65  -0.5740
H45 2.23 4.79 -5.69  0.3067
H46 0.50 4.80 -5.19  0.3246
H47 2.38 6.63 -3.91  0.3766
H48 0.93 6.02 -3.10  -0.0970
O22 -0.43 1.29 -4.92  -0.6757
C33 -1.58 1.15 -4.54  0.4007
C34 -2.79 1.97 -4.96  -0.0690
C35 -3.96 1.20 -4.41  -0.6305
C36 -3.35 0.51 -3.18  0.3408
O23 -1.98 0.26 -3.56  -0.1312
H49 -2.68 2.86 -4.39  -0.0828
H50 -2.90 2.16 -6.06  0.3926
H51 -4.80 1.87 -4.01  0.3559
H52 -4.39 0.40 -5.09  0.2730
H53 -3.28 1.12 -2.28  -0.0449
H54 -3.78 -0.44 -2.92  -0.0277
O24 0.16 -5.47 0.81  -0.4772
C37 1.29 -5.71 0.57  0.4031
C38 2.01 -6.02 -0.77  0.1442
C39 3.33 -6.64 -0.40  -0.8191
C40 3.60 -5.97 1.00  -0.0779
O25 2.25 -5.66 1.56  -0.4292
H55 1.40 -6.72 -1.31  0.4795
H56 2.14 -5.04 -1.25  -0.2276
H57 3.23 -7.70 -0.36  0.3659
H58 4.12 -6.44 -1.11  0.3194
H59 4.06 -6.69 1.71  0.3668
H60 4.24 -5.06 1.05  -0.0432
O26 4.41 0.91 0.93  -0.7081
C41 4.02 2.02 1.20  0.3387
C42 4.85 3.31 1.30  -0.5680
C43 3.76 4.39 1.21  -0.5428
C44 2.55 3.72 1.81  0.6519
O27 2.72 2.33 1.53  -0.0299
H61 5.44 3.33 2.26  0.2982
H62 5.38 3.39 0.36  0.3267
H63 3.97 5.24 1.84  0.5346
H64 3.68 4.68 0.16  0.0432
H65 2.56 3.83 2.89  0.2716
H66 1.62 4.10 1.51  -0.5482

(2)
C23H34N2O2 in the gas phase, computed with the ωB97M-V functional and the def2-TZVPD basis.

Properties
ΔE to the lowest compared entry with this formula, charge and spin in kcal per mole: 10.84
SMILES string: Cc1ccc(C(C)(C)NC(=O)[C@H]2CCC(=O)N(C3CCCCCC3)C2)cc1
Orbital gap in eV: 9.4
HOMO energy in eV: -8.886
LUMO level in Ha: 0.0207
Total charge: 0

Last column: Mulliken charge in e.
Atoms and positions in Å:
C1 -5.41 0.93 -5.83  -1.4454
C2 -4.16 0.95 -4.99  1.0494
C3 -4.04 1.84 -3.93  -1.0361
C4 -2.90 1.85 -3.15  -0.2034
C5 -1.85 0.97 -3.39  -0.3753
C6 -0.61 1.04 -2.52  2.0326
C7 0.15 2.34 -2.86  -1.6325
C8 0.33 -0.16 -2.68  -2.2047
N1 -1.06 1.09 -1.13  -0.0091
C9 -0.27 1.24 -0.05  -0.0404
O1 0.92 1.47 -0.10  -0.6271
C10 -1.05 1.15 1.28  0.5450
C11 -1.88 -0.14 1.37  -0.7020
C12 -1.72 -0.78 2.75  -1.4304
C13 -0.25 -1.10 2.97  0.7792
O2 0.12 -2.21 3.29  -0.6440
N2 0.55 -0.04 2.74  0.3201
C14 2.01 -0.16 2.76  -0.0408
C15 2.47 -0.56 4.17  -0.7933
C16 3.99 -0.73 4.30  -0.9179
C17 4.45 -2.16 4.02  -0.6340
C18 4.34 -2.57 2.55  -0.7465
C19 2.93 -2.48 1.97  -0.7742
C20 2.52 -1.05 1.62  -0.6538
C21 -0.06 1.23 2.45  -1.5905
C22 -1.97 0.09 -4.46  -0.5300
C23 -3.11 0.08 -5.24  -0.9796
H1 -5.23 0.45 -6.78  0.3693
H2 -5.77 1.94 -6.00  0.3680
H3 -6.19 0.38 -5.31  0.2798
H4 -4.84 2.53 -3.72  0.3600
H5 -2.82 2.56 -2.34  0.4532
H6 1.03 2.42 -2.23  0.4174
H7 -0.49 3.20 -2.69  0.3807
H8 0.45 2.32 -3.90  0.4311
H9 1.13 -0.07 -1.96  0.4950
H10 0.77 -0.17 -3.68  0.4476
H11 -0.20 -1.09 -2.51  0.4526
H12 -2.03 0.86 -0.98  0.4613
H13 -1.70 2.03 1.33  0.4369
H14 -1.54 -0.86 0.63  0.4396
H15 -2.94 0.06 1.18  0.4160
H16 -2.29 -1.71 2.82  0.4374
H17 -2.08 -0.10 3.53  0.3564
H18 2.39 0.85 2.57  0.4056
H19 1.97 -1.48 4.46  0.3337
H20 2.14 0.23 4.85  0.5224
H21 4.50 -0.04 3.62  0.3556
H22 4.28 -0.47 5.32  0.3456
H23 3.85 -2.85 4.63  0.3035
H24 5.49 -2.26 4.33  0.3536
H25 5.02 -1.96 1.96  0.2847
H26 4.69 -3.61 2.47  0.3597
H27 2.91 -3.07 1.05  0.4163
H28 2.21 -2.92 2.65  0.2510
H29 1.72 -1.09 0.87  -0.0052
H30 3.37 -0.56 1.14  0.5527
H31 -0.58 1.61 3.34  0.5567
H32 0.73 1.94 2.19  0.5243
H33 -1.18 -0.60 -4.69  0.3885
H34 -3.19 -0.62 -6.06  0.3338

(3)
CHI2NO in the gas phase, computed with the ωB97M-V functional and the def2-TZVPD basis.

Properties
ΔE to the lowest compared entry with this formula, charge and spin in kcal per mole: 74.11
Orbital gap in eV: 7.5
HOMO energy in eV: -8.135
LUMO level in Ha: -0.0224
Total charge: 0

Last column: Mulliken charge in e.
Atoms and positions in Å:
C1 0.74 0.59 -1.23  0.0135
N1 -1.45 -0.59 1.22  -0.5471
O1 1.43 0.48 -2.17  -0.3094
I1 -0.24 -1.20 -0.19  0.4011
I2 -0.82 -0.77 3.16  0.0576
H1 0.33 1.50 -0.78  0.3843

(4)
C5H6O in the gas phase, computed with the ωB97M-V functional and the def2-TZVPD basis.

Properties
ΔE to the lowest compared entry with this formula, charge and spin in kcal per mole: 65.92
SMILES string: C#CC1COC1
Orbital gap in eV: 10.9
HOMO energy in eV: -9.876
LUMO level in Ha: 0.0366
Total charge: 0

Last column: Mulliken charge in e.
Atoms and positions in Å:
C1 2.53 -0.76 0.30  0.1600
C2 1.37 -0.46 0.15  -0.9388
C3 -0.08 -0.33 0.20  0.2477
C4 -0.99 -0.20 -1.03  -0.4210
O1 -1.80 0.78 -0.35  -0.3907
C5 -0.79 0.95 0.66  -0.4199
H1 3.52 -1.09 0.49  0.4211
H2 -0.42 -1.18 0.81  0.2539
H3 -0.52 0.23 -1.92  0.2902
H4 -1.56 -1.09 -1.30  0.2521
H5 -1.20 0.93 1.68  0.2553
H6 -0.22 1.87 0.52  0.2901

(5)
A molecular structure, C22H37ClP2Ti, computed with the ωB97M-V functional and the def2-TZVPD basis.

Properties
ΔE to the lowest compared entry with this formula, charge and spin in kcal per mole: 0.00
<S²>: 2.01
Spin multiplicity: 3
Orbital gap (alpha / beta) in eV: 6.3 / 8.1
HOMO energy (alpha / beta) in eV: -5.683 / -7.564
LUMO level (alpha / beta) in Ha: 0.0211 / 0.0189
Total charge: 0

Last column: Mulliken charge in e.
Atoms and positions in Å:
P1 -0.11 -1.64 -3.28  1.3679
P2 0.37 1.45 -3.09  1.2966
C1 -0.28 -0.68 -4.85  -1.2425
C2 0.47 0.65 -4.78  -1.2528
H1 -1.36 -0.55 -5.02  0.3623
H2 0.12 -1.31 -5.65  0.5833
H3 1.54 0.55 -5.01  0.3978
H4 0.04 1.37 -5.49  0.5313
C3 -1.34 2.12 -3.31  -1.5637
H5 -1.56 2.82 -2.50  0.3484
H6 -2.08 1.31 -3.29  0.3576
H7 -1.39 2.64 -4.27  0.5094
C4 1.32 2.96 -3.52  -1.3899
H8 0.86 3.46 -4.38  0.3978
H9 2.35 2.67 -3.76  0.3906
H10 1.31 3.62 -2.65  0.3632
C5 -1.08 -3.14 -3.69  -1.3026
H11 -0.97 -3.85 -2.86  0.3704
H12 -0.71 -3.58 -4.63  0.4017
H13 -2.13 -2.85 -3.80  0.3751
C6 1.60 -2.25 -3.56  -1.5648
H14 2.32 -1.43 -3.47  0.3091
H15 1.65 -2.69 -4.56  0.4848
H16 1.83 -3.02 -2.81  0.3860
Ti1 0.29 0.05 2.16  0.4561
C7 1.21 1.31 0.50  -0.6395
C8 -0.17 1.57 0.52  -0.2997
C9 -1.20 0.91 -0.35  1.4296
C10 -1.94 -0.35 0.16  -1.1220
C11 -1.09 -1.36 0.86  -0.7278
C12 0.25 -1.64 0.59  -1.0614
C13 1.05 -1.05 -0.53  2.1681
C14 1.89 0.23 -0.30  -1.3274
C15 1.67 -1.13 3.09  -1.3485
H17 1.88 2.09 0.87  0.5622
H18 -0.46 2.53 0.97  0.3463
H19 -0.77 0.63 -1.33  -2.3470
H20 -1.96 1.68 -0.59  0.8871
H21 -2.79 -0.02 0.78  0.4452
H22 -2.43 -0.83 -0.71  0.5483
H23 -1.64 -2.09 1.48  0.4897
H24 0.66 -2.55 1.05  0.8326
H25 0.38 -0.82 -1.38  -2.8189
H26 1.74 -1.83 -0.90  0.7999
H27 2.87 -0.05 0.13  0.5001
H28 2.15 0.65 -1.30  0.4856
H29 2.44 -0.51 3.56  0.3721
H30 2.13 -1.87 2.43  0.4411
H31 1.12 -1.67 3.89  0.3067
Cl1 0.98 1.96 3.72  -0.3119
C16 0.08 1.25 5.09  0.8285
C17 0.59 1.37 6.38  -0.6773
C18 -0.02 0.65 7.42  -0.4318
C19 -1.16 -0.12 7.16  -0.5777
C20 -1.67 -0.21 5.87  -0.5956
C21 -1.03 0.46 4.79  0.4051
C22 -1.45 0.26 3.38  -1.1317
H32 1.47 1.99 6.57  0.4018
H33 0.38 0.71 8.43  0.3640
H34 -1.65 -0.66 7.97  0.3559
H35 -2.56 -0.80 5.65  0.3885
H36 -2.17 -0.56 3.22  0.4100
H37 -1.83 1.19 2.92  0.2763

(6)
7 unconnected molecules or ions with the total composition C38H48ClIN6O5PSSi, computed with the ωB97M-V functional and the def2-TZVPD basis.

Properties
ΔE to the lowest compared entry with this formula, charge and spin in kcal per mole: 0.00
Orbital gap in eV: 6.6
HOMO energy in eV: -4.488
LUMO level in Ha: 0.0767
Total charge: -1

Last column: Mulliken charge in e.
Atoms and positions in Å:
C1 -1.18 1.18 2.69  -0.6814
Si1 -1.19 0.34 1.00  0.4798
C2 -1.60 1.54 -0.40  -0.7479
C3 -2.53 -0.98 1.03  -1.2800
P1 0.77 -0.80 0.75  0.7561
C4 2.23 -2.14 0.70  -0.4930
C5 2.54 -2.71 2.02  0.0094
O1 2.72 -2.13 3.04  -0.5003
I1 2.73 -4.92 2.03  -0.1983
O2 1.89 0.44 1.39  -0.5609
C6 2.38 1.31 0.48  0.0441
Cl1 1.60 2.97 0.58  -0.2447
C7 2.21 0.71 -0.92  -0.3538
S1 3.79 0.05 -1.63  1.3991
C8 4.98 -0.04 -0.31  -1.0027
O3 3.52 -1.29 -2.10  -0.6384
O4 4.29 0.99 -2.60  -0.7768
O5 1.19 -0.20 -0.88  -0.4069
H1 -2.18 1.38 3.08  0.4790
H2 -0.60 2.10 2.70  -0.2707
H3 -0.72 0.48 3.39  0.2790
H4 -2.69 1.69 -0.41  0.4091
H5 -1.37 1.08 -1.35  -0.1596
H6 -1.16 2.53 -0.32  0.3557
H7 -2.74 -1.31 0.02  0.2482
H8 -2.16 -1.83 1.60  0.3192
H9 -3.44 -0.58 1.47  0.4609
H10 -0.02 -1.83 0.10  -0.4870
H11 0.50 -1.26 2.10  -0.0398
H12 1.92 -2.90 0.00  0.4759
H13 3.18 -1.77 0.33  0.2340
H14 3.42 1.55 0.71  0.2415
H15 1.93 1.49 -1.64  0.5098
H16 5.48 0.92 -0.20  0.3613
H17 4.47 -0.29 0.62  0.2912
H18 5.68 -0.82 -0.55  0.3711
N1 -2.00 1.58 -4.21  -0.3076
C9 -3.05 1.72 -5.02  -0.0948
C10 -3.55 0.71 -5.83  -0.6598
C11 -2.92 -0.53 -5.79  -0.1739
C12 -1.83 -0.69 -4.95  -0.7628
C13 -1.41 0.39 -4.18  -0.2908
H19 -3.51 2.70 -5.03  0.4333
H20 -4.40 0.88 -6.46  0.3740
H21 -3.27 -1.35 -6.40  0.3728
H22 -1.31 -1.64 -4.89  0.4143
H23 -0.57 0.29 -3.51  0.6439
N2 -1.71 7.09 -4.60  -0.5783
C14 -1.89 5.81 -4.29  -0.3620
C15 -1.30 4.75 -4.98  -0.0615
C16 -0.48 5.06 -6.05  -0.4427
C17 -0.28 6.39 -6.38  -0.3151
C18 -0.91 7.36 -5.63  -0.2509
H24 -2.54 5.61 -3.45  0.4148
H25 -1.48 3.73 -4.69  0.5407
H26 0.00 4.27 -6.62  0.4077
H27 0.36 6.67 -7.21  0.3576
H28 -0.78 8.41 -5.86  0.3285
N3 -0.79 -5.47 0.12  -0.1234
C19 -0.76 -5.60 -1.20  -0.0403
C20 -1.17 -6.75 -1.86  -0.6590
C21 -1.65 -7.81 -1.11  -0.3183
C22 -1.69 -7.68 0.27  -0.3650
C23 -1.25 -6.50 0.83  -0.4348
H29 -0.37 -4.75 -1.74  0.4047
H30 -1.12 -6.80 -2.94  0.3964
H31 -1.98 -8.72 -1.60  0.3615
H32 -2.05 -8.49 0.89  0.3781
H33 -1.26 -6.36 1.91  0.3909
N4 5.20 1.40 5.86  -0.4906
C24 4.43 0.51 5.22  -0.2923
C25 4.89 -0.73 4.79  -0.1589
C26 6.21 -1.06 5.04  -0.5107
C27 7.02 -0.15 5.70  -0.2762
C28 6.46 1.06 6.09  -0.3209
H34 3.41 0.81 5.04  0.5034
H35 4.22 -1.41 4.28  0.5353
H36 6.61 -2.02 4.72  0.4070
H37 8.06 -0.37 5.92  0.3593
H38 7.06 1.80 6.62  0.3273
N5 -0.67 5.41 5.01  -0.5769
C29 0.15 5.76 6.00  -0.2682
C30 1.50 5.45 6.02  -0.2818
C31 2.03 4.74 4.95  -0.5548
C32 1.19 4.36 3.92  0.2706
C33 -0.15 4.72 4.00  -0.2756
H39 -0.30 6.32 6.81  0.3395
H40 2.12 5.76 6.85  0.3574
H41 3.08 4.47 4.93  0.4065
H42 1.56 3.80 3.07  0.1173
H43 -0.84 4.45 3.21  0.4849
N6 -5.03 -2.82 0.02  -0.2965
C34 -6.08 -2.72 -0.79  -0.3687
C35 -6.51 -3.74 -1.62  -0.3582
C36 -5.80 -4.93 -1.61  -0.4012
C37 -4.70 -5.05 -0.78  -0.1860
C38 -4.36 -3.96 0.02  -0.1055
H44 -6.60 -1.77 -0.77  0.3547
H45 -7.37 -3.61 -2.26  0.3713
H46 -6.09 -5.76 -2.25  0.3783
H47 -4.11 -5.95 -0.74  0.2916
H48 -3.50 -4.01 0.68  0.3585

(7)
C2H3NO in the gas phase, computed with the ωB97M-V functional and the def2-TZVPD basis.

Properties
ΔE to the lowest compared entry with this formula, charge and spin in kcal per mole: 15.35
SMILES string: N#CCO
Orbital gap in eV: 12.3
HOMO energy in eV: -11.644
LUMO level in Ha: 0.0224
Total charge: 0

Last column: Mulliken charge in e.
Atoms and positions in Å:
N1 1.90 -0.30 -0.03  -0.3414
C1 0.83 0.17 0.02  0.2577
C2 -0.59 0.60 0.02  -0.2561
O1 -1.48 -0.50 -0.11  -0.4782
H1 -0.80 1.29 -0.80  0.2717
H2 -0.75 1.20 0.95  0.2235
H3 -1.32 -1.01 0.68  0.3228

(8)
ClH2O2PS in the gas phase, computed with the ωB97M-V functional and the def2-TZVPD basis.

Properties
ΔE to the lowest compared entry with this formula, charge and spin in kcal per mole: 5.77
SMILES string: OP(O)(=S)Cl
Orbital gap in eV: 10.0
HOMO energy in eV: -9.882
LUMO level in Ha: 0.0030
Total charge: 0

Last column: Mulliken charge in e.
Atoms and positions in Å:
O1 0.97 -0.11 0.93  -0.4603
P1 -0.35 -0.20 -0.02  0.7827
O2 0.40 -0.10 -1.45  -0.4744
S1 -1.58 -1.70 0.30  -0.3053
Cl1 -1.00 1.84 0.18  -0.2435
H1 0.84 -0.43 1.92  0.3637
H2 0.72 0.70 -1.86  0.3373

Results for E_tot: -3747.80981 -1156.86817 -763.92490 -269.24119 -2852.67399 -3968.47535 -207.97320 -1351.50318 (in a.u., following the order of the records).
Results for max |F|: 3.7 0.8 0.7 0.5 1.4 1.6 1.7 3.4 (in eV Å⁻¹, following the order of the records).